Entry from OMol25: C56H149F3N13O15Sr as an isolated structure in a non-equilibrium geometry (ωB97M-V/def2-TZVPD).

Computed properties:
Orbital gap   2.807 eV
Net charge   +1
Relative energy (zero: lowest compared OMol25 entry of this formula, charge and spin)   16.1528 eV
Molecular weight   1389.50 g mol⁻¹
LUMO level   -0.21914 Eh
HOMO level   -8.77 eV

The geometry in XYZ format:
```
237
Properties=species:S:1:pos:R:3:forces:R:3:mulliken_charge:R:1
H 9.682977 2.229110 -1.270496 -0.076 0.297 0.023 0.281
H -6.933877 -4.639089 -9.364305 -0.455 0.238 0.092 0.247
O 1.949159 7.620163 -6.096104 1.474 -2.192 -0.785 -0.355
C -4.269971 -5.341843 -7.687415 0.749 1.457 0.064 -0.707
H 4.184530 -2.045236 -6.557190 -0.248 0.936 0.448 0.306
H -11.994216 -3.938058 -5.838270 0.127 -0.724 0.186 0.306
C 9.149705 -5.698183 1.653842 -1.051 0.703 -0.785 -1.392
H 0.182072 7.222325 6.303228 0.483 -0.127 -0.042 0.424
C 7.125425 6.763770 3.708786 0.647 -0.201 0.372 -0.760
H 9.596381 -2.373412 9.529860 0.280 0.028 -0.388 0.337
F -0.780550 -2.052519 -0.746456 0.859 -0.336 -0.869 -0.273
C 1.148907 8.370491 -5.269682 -1.368 -0.130 0.499 -0.673
H -6.160129 1.401890 7.375506 -0.303 -0.371 -0.605 0.247
H -6.804818 -6.036956 -8.645384 -0.639 -0.132 0.486 0.277
H 11.398768 -6.590227 2.516120 0.075 0.595 0.198 0.272
H -3.176461 -8.442270 -1.290684 -0.817 -0.088 -0.442 0.284
H 10.660832 -0.241187 1.170243 0.435 -0.040 -0.109 0.405
H -12.810594 -1.887869 -7.536398 -0.414 0.745 0.118 0.388
O 0.897951 0.642991 -1.638833 -1.752 -1.402 1.423 -0.813
C 9.998343 0.293965 -0.816227 -0.527 0.286 0.304 0.474
H 9.402213 -0.589338 9.720642 -0.203 -0.056 -0.533 0.341
H -8.364886 -2.095035 -4.595682 -0.621 0.086 0.655 0.278
H 8.349890 -7.435644 4.626947 0.633 -0.195 -0.153 0.439
H -4.045776 1.059266 6.499547 0.788 -0.057 -0.130 0.215
H 10.509549 -2.798081 11.699255 0.427 -0.075 -0.180 0.250
H 7.723748 -1.018349 13.278310 0.597 -0.311 -0.120 0.400
H 5.482542 -3.919132 -2.224771 0.012 -0.218 -0.674 0.397
H -3.731693 -3.981709 -10.155252 0.072 -0.517 -0.606 0.370
H -13.433083 2.243121 -1.475613 -0.010 -0.228 -0.001 0.383
C -5.080714 -5.165730 -8.949889 -0.637 -0.213 -0.743 0.465
H -10.225343 2.386009 -2.163672 -0.697 -0.517 -0.681 0.217
C -10.695103 2.389749 -1.180097 1.024 0.311 0.017 -0.670
C 8.795324 -1.803847 11.370103 -1.006 -0.254 2.020 0.515
C 3.750419 5.649130 1.164380 -0.479 1.027 -0.129 -1.476
H 8.075036 6.320376 3.409196 0.235 -0.327 0.139 0.304
H -5.315462 -1.655680 6.640260 -0.131 -0.122 0.444 0.298
O -4.260271 -7.082044 -0.077990 0.027 0.213 -0.830 -0.309
H 1.105623 9.432351 -5.511924 0.732 -0.065 -0.038 0.262
H 6.780316 6.317072 4.641224 0.086 -0.108 0.228 0.303
C -12.986082 3.177445 -1.815207 -1.644 -1.267 -0.762 -1.553
H -13.765949 3.922014 -1.655454 0.257 0.235 -0.243 0.360
H 7.371792 7.808281 3.899561 -0.584 0.151 -0.274 0.261
H 4.644796 4.821138 -6.250869 0.563 -0.226 0.091 0.245
O 0.823934 -0.188521 0.514069 -0.859 -0.510 -0.481 -0.120
H -4.982881 -6.821749 -2.062302 0.286 -0.500 -0.077 0.303
H -4.162912 6.182171 -4.109480 -0.374 0.126 0.018 0.295
C -4.894502 3.194442 -6.756950 0.457 -0.180 -0.695 -0.797
H 6.377565 -2.883036 10.130014 -0.335 0.163 -0.084 0.247
C 4.449814 -3.571515 -2.197904 0.141 -0.037 0.134 0.137
H 3.135790 5.057726 1.843033 0.073 -0.074 0.031 0.353
H -5.200944 1.578824 8.553156 0.732 -0.334 0.372 0.244
H -12.777822 3.023853 -2.874037 -0.112 0.309 -0.240 0.345
H -11.097871 4.664482 -2.359318 0.406 0.752 -0.528 0.300
H 4.265895 -4.645515 -0.273729 0.167 -0.059 -0.234 0.441
H -2.232477 -7.176237 -0.745456 0.066 0.767 0.432 0.378
O 6.184747 6.580453 2.697648 0.074 -0.638 -0.827 -0.307
C 8.228152 -6.995086 3.637409 0.064 2.720 -0.155 -0.739
N -5.511271 0.853873 7.922100 -1.365 0.387 0.533 -0.755
H -0.347952 0.561410 2.145032 -0.246 0.096 -0.480 0.346
O 8.742771 0.370673 1.269046 -1.023 0.042 -1.800 -0.219
H -8.559215 -1.737315 -6.214282 -0.085 0.349 -0.421 0.331
C -4.454209 0.265386 7.124862 -0.852 0.805 -0.885 0.691
H 10.404037 -7.778033 2.389687 -0.076 -0.560 0.063 0.278
O -4.124875 -1.111617 5.087804 -0.563 2.841 1.906 -0.247
H 3.644292 6.703465 1.419749 0.537 -0.017 0.763 0.369
H 5.412556 4.732328 3.112276 -0.222 -0.288 0.208 0.325
H -11.652597 -3.844952 -7.401801 0.096 -0.183 -0.269 0.258
H -9.422776 1.277539 1.053670 -0.259 -0.345 -0.172 0.323
H -5.514541 -2.241647 4.035904 -0.354 0.562 -0.247 0.312
H 7.978406 -7.748359 2.890210 -0.543 -0.148 0.016 0.351
H 4.430347 3.277600 1.082560 -0.554 0.134 -0.042 0.259
H -4.723126 2.166521 -6.437415 -0.238 -0.021 1.219 0.319
H 0.040766 9.363756 3.671586 -0.009 0.190 -0.750 0.355
H 2.614451 -2.631110 -5.840599 0.056 0.153 0.077 0.335
H 0.685689 6.077026 -6.463539 -0.075 -0.571 0.106 0.399
H 3.259234 5.724866 0.194279 0.055 -0.864 -0.282 0.365
C -2.667163 -8.758328 0.691823 -0.459 0.132 1.703 0.605
C -12.450901 -2.205627 -6.557754 0.562 1.474 -0.627 0.197
H 7.562584 -3.625028 9.069147 0.086 -0.602 0.269 0.327
H 11.900408 -0.509676 -0.802642 0.229 -0.700 -0.510 0.406
H 3.750654 -4.521843 -4.106148 0.384 0.008 -0.064 0.388
H 9.255850 1.104814 3.020767 0.150 -0.244 0.891 0.312
H -2.986028 -7.413975 2.365769 -0.531 -0.640 0.435 0.336
O -9.584286 2.784195 -0.373262 0.690 -0.162 0.985 -0.353
H -10.408042 4.731350 -0.898582 0.690 1.042 -0.103 0.400
N 4.538346 -2.262313 -1.527373 -0.116 0.715 -0.989 -0.494
H -3.776332 -1.267999 8.517395 -0.132 0.114 -0.028 0.306
C -8.846086 1.728733 0.246232 -0.019 0.495 0.235 -0.798
H -4.603095 3.116184 -4.131472 0.024 -0.164 0.079 0.291
C -11.774886 3.463942 -1.058824 0.258 -0.595 1.553 0.549
C -4.496154 -2.226550 4.424195 -0.546 -1.868 -1.054 -0.780
H -4.708944 -6.069428 -7.004746 -0.196 -0.310 -0.186 0.341
C -4.806140 -6.264614 -1.142276 0.377 -0.769 0.171 -0.715
H -0.378395 5.397842 4.956323 0.353 -0.099 -0.033 0.315
H 4.309406 6.115432 -5.417697 -0.167 0.392 0.220 0.262
H 8.301594 -2.770747 11.467245 -0.246 -0.301 -0.082 0.233
C 2.815896 5.354977 -6.607908 -0.559 0.756 0.803 0.559
H 1.822092 8.864606 5.143539 0.020 0.048 -0.030 0.303
H -4.126038 -5.453632 -1.402792 -0.071 0.249 0.234 0.276
H -6.050959 -0.403204 5.730866 0.169 0.525 -0.411 0.352
H 2.696023 -3.377180 -3.316725 -0.384 0.532 -0.662 0.383
C -2.132649 -5.519317 -6.743703 0.237 -1.193 -0.516 -0.738
H 9.258991 -0.729776 2.881968 0.696 0.097 0.307 0.309
C 10.034450 0.530595 0.722919 -0.704 -0.505 -0.768 -0.847
H -0.176458 -1.230812 2.045064 -0.746 0.031 -0.526 0.231
H 0.130640 8.027214 -5.452449 -0.537 0.059 0.535 0.268
H -10.592967 -1.631304 -7.367598 0.862 -0.330 0.076 0.380
H -5.805992 -5.920628 -0.877550 0.343 0.212 0.544 0.263
H 6.932531 4.599900 2.311077 0.466 0.377 -0.488 0.382
F -2.197492 -0.630771 -0.189583 -0.039 0.923 0.737 -0.297
N 9.310814 1.343443 -1.582263 -1.595 0.225 0.408 -0.574
H 8.801063 -6.476754 0.975332 -0.055 -0.433 0.180 0.320
H 9.542898 -0.685280 -0.963708 -0.618 0.139 0.044 0.187
H 6.922843 -0.780767 11.748346 -0.301 -0.425 0.008 0.300
H 7.794343 0.066177 3.121121 -0.371 0.525 -0.648 0.273
H 1.445457 8.160981 -4.241932 -0.307 0.489 0.369 0.283
H -1.081568 8.355480 5.966981 -0.186 0.257 0.213 0.315
H -11.037103 1.409727 -0.847401 -0.237 -0.123 -0.282 0.451
H -3.824836 -2.363680 3.576474 0.052 -0.095 0.063 0.211
N -11.295352 4.792724 -1.377146 0.296 -0.828 0.363 -0.760
H -5.395895 -3.839492 -10.789686 -0.091 -0.789 0.016 0.395
H -0.470522 1.148222 -0.275481 -0.776 0.121 0.160 0.195
H -2.446976 4.822402 -2.876360 0.085 -0.395 -0.065 0.325
H 2.730305 -4.077536 -0.913766 -0.024 0.317 -0.072 0.433
C 1.510488 -0.288284 2.779770 -1.164 0.554 0.610 -1.253
N -12.369901 -3.630438 -6.723902 0.589 -0.380 0.659 -0.709
Sr 5.250088 1.247005 -3.570077 -0.822 -0.647 1.034 1.635
C -0.127042 7.987285 5.590926 -0.174 0.151 -0.379 -0.691
C -2.223492 -8.122405 2.042103 0.039 0.980 -1.200 -1.371
H -4.784034 -2.974300 -9.459219 -0.696 -0.090 0.933 0.355
H -6.044041 4.577336 -2.423653 0.166 -0.258 -0.018 0.245
H 1.563148 5.900534 -4.884701 -0.106 0.057 0.101 0.402
H 5.146806 -5.800131 4.225593 0.326 0.278 -0.015 0.230
N 10.624157 -7.011141 3.008979 0.392 -0.948 0.449 -0.724
F -1.682632 -0.692493 -2.209684 1.185 0.178 -0.601 -0.267
N -5.816490 5.374836 -3.000112 1.156 0.710 -1.443 -0.666
H -5.684181 3.055875 -7.495399 -0.190 0.763 0.102 0.307
H 8.214211 0.198364 12.029212 0.537 0.129 0.556 0.358
C 8.937067 -1.566588 9.849907 -1.022 -0.433 1.112 -0.679
H 5.053610 -2.449563 -0.679114 0.281 0.229 0.190 0.280
H -11.116888 -0.376554 -6.299836 -0.574 0.218 0.021 0.392
C 1.634474 6.177619 -5.936477 1.693 1.297 -1.534 -0.853
H -2.273321 -4.616730 -6.149018 -0.223 0.343 -0.432 0.313
H -3.955630 3.401735 -7.270432 0.091 0.407 -0.320 0.302
C 0.829291 9.197557 5.446182 -1.228 0.614 0.479 0.439
H 1.068682 -0.382508 3.771756 -0.010 0.127 0.314 0.412
H 9.553035 1.277317 -2.560553 0.293 -0.141 -0.030 0.266
H 10.018884 -5.280505 1.145728 0.198 0.184 0.326 0.397
H -1.961705 -10.245887 -0.559355 -0.173 0.064 -0.211 0.238
H 6.058417 -6.950815 5.215695 -0.182 -0.379 -0.046 0.282
C -1.083133 6.132044 4.565962 0.499 0.064 -0.101 -0.795
H 3.595693 -2.115072 -1.195989 -0.352 0.763 0.148 0.186
H 1.302276 11.061562 6.567306 0.395 -0.180 -0.576 0.408
H 2.188821 -1.140580 2.740115 -0.002 0.129 -0.733 0.312
H 2.129703 3.332453 -6.244568 -0.204 0.115 0.299 0.324
H -8.944284 -0.441414 -5.047648 -0.028 0.043 0.117 0.262
H 3.495157 -5.397199 -1.723912 0.063 -0.503 0.460 0.350
H 5.974678 3.277044 0.917153 0.538 0.202 -0.138 0.197
C -3.421246 5.027127 -2.432548 0.115 0.338 -1.209 -1.293
H 1.450445 4.194791 -7.613057 0.038 -0.594 -0.373 0.335
C 0.283401 -0.267419 1.824809 2.113 -0.883 0.634 -0.217
H 10.435709 1.508287 0.989779 0.192 0.286 -0.065 0.380
N 0.258877 10.047771 4.381982 0.574 -0.528 -0.083 -0.796
H 2.015063 0.677877 2.773680 0.338 -0.176 -0.196 0.253
H -7.955071 2.117408 0.739310 -0.127 0.601 -0.116 0.258
O 4.268908 -2.503166 -4.512914 -0.884 -0.595 0.756 -0.259
C -4.338034 4.042063 -4.641953 -0.054 1.760 0.630 -0.572
C 3.727823 -3.543382 -3.626343 1.060 0.913 1.963 -0.827
O 7.203690 -5.947972 3.814202 -0.102 -1.179 -0.321 -0.273
H 11.955678 1.072936 -1.272849 -0.305 0.519 -0.361 0.376
N -1.681342 -9.756489 0.278494 0.401 0.436 -0.509 -0.756
C -5.087286 -0.720123 6.129616 1.228 -1.528 -0.017 -0.803
H -12.039690 3.394098 -0.003782 -0.017 0.468 0.341 0.236
H -6.334367 5.298821 -3.863901 -1.119 0.056 0.235 0.326
H -3.080282 0.346516 8.818053 -0.705 0.255 0.303 0.389
C -4.789823 -3.973925 -9.893744 1.866 0.226 0.634 -1.473
H -4.983011 -6.133619 -9.441567 0.524 0.178 -0.875 0.284
C -3.454150 -0.335355 8.054273 1.680 -0.189 -0.154 -1.342
H -13.407440 -0.846436 -5.156766 0.226 -0.131 0.255 0.327
C 3.708313 -4.469089 -1.193557 -0.453 -0.743 -1.394 -1.475
H 8.359171 -4.947761 1.656981 -0.027 0.158 -0.034 0.317
H 3.200868 5.883165 -7.480211 -0.441 0.457 -0.101 0.297
C 5.949854 -6.537057 4.213130 0.907 0.340 -0.607 -0.725
H -1.953499 -8.892902 2.764284 -0.295 0.175 0.118 0.339
H -0.662628 10.327170 4.686715 -0.236 0.353 0.254 0.281
H -2.329100 -6.363663 -6.082964 -0.401 -0.143 0.193 0.306
H -13.111755 -2.561249 -4.586338 0.369 0.479 0.406 0.289
C -11.068431 -1.460693 -6.401716 -0.863 -0.953 0.433 -0.702
C 2.377242 3.991896 -7.076409 -1.001 -0.138 0.345 -1.400
H 6.252394 -2.890142 8.305129 -0.269 0.786 0.174 0.256
H -4.318559 -4.377223 -7.182198 0.030 0.219 0.409 0.294
H -3.302303 4.010863 -4.980164 0.278 -0.195 0.046 0.338
O -5.167392 4.213334 -5.807457 0.010 -0.761 0.703 -0.340
C -9.012361 -1.510445 -5.249238 -0.381 -0.776 -0.646 -0.764
N 3.930440 5.208831 -5.651297 0.189 -0.452 -0.180 -0.706
O -0.436284 7.374725 4.299370 0.437 -0.125 1.280 -0.358
C 6.017066 5.191217 2.329907 -1.463 2.181 0.466 -0.629
N 5.161267 3.792753 0.613025 -0.215 -1.668 -0.880 -0.592
H -1.403767 -7.409340 1.954342 0.647 -0.430 -0.388 0.321
C 11.334121 0.189372 -1.418073 2.423 -0.526 1.077 -1.593
H -1.599631 -10.475617 0.982958 0.050 0.094 0.218 0.261
O 7.701955 -1.635575 9.105037 0.486 1.844 0.044 -0.345
H 5.612348 5.776405 0.240326 0.531 0.068 0.202 0.155
N -6.497155 -5.078205 -8.566461 -0.079 -0.234 -0.095 -0.663
C 3.703096 -2.675620 -5.809563 1.006 -0.799 -0.469 -0.861
C 9.443382 -6.179412 3.047541 -0.425 -0.562 0.332 0.374
C 0.913210 10.058299 6.741093 0.278 -0.263 -0.162 -1.491
H -1.081711 -5.658196 -6.997347 -0.009 0.387 -0.249 0.259
C 0.013288 0.229452 -0.606984 2.846 2.063 -1.919 -0.119
C -3.078015 -7.785586 -0.426291 0.622 -0.864 0.053 -0.625
H 9.585932 -5.310621 3.690186 0.190 -0.107 0.170 0.277
C -4.448061 5.274876 -3.576947 0.178 -2.277 0.426 0.248
H 3.068266 3.408395 -7.684781 0.207 0.495 -0.286 0.382
C -1.113762 -0.771749 -1.006291 -1.023 -0.840 1.538 0.817
H -0.047345 10.305166 7.193308 -0.323 -0.614 -0.035 0.340
H -14.404979 -2.215912 -5.604977 -0.055 0.071 -0.450 0.380
C -13.377683 -1.904975 -5.415001 -0.835 -0.237 0.091 -1.312
O -2.899331 -5.644837 -7.952506 -0.059 0.587 0.889 -0.321
H 11.319805 -0.097151 -2.469631 0.055 -0.085 0.139 0.395
H 10.089244 -2.010850 13.005209 -0.429 0.288 0.124 0.263
N 10.125273 -1.913956 12.000514 0.194 -0.041 -0.846 -0.725
C 8.762345 0.210132 2.641156 0.479 -0.170 0.844 -0.805
C 7.904251 -0.829044 12.220159 -0.155 0.520 -2.275 -1.366
C 6.895016 -2.770186 9.177332 1.360 -1.261 0.190 -0.712
H -8.437949 0.980245 -0.432943 -0.484 -0.160 -0.382 0.310
H -3.217179 5.928477 -1.854603 -0.587 -0.040 0.233 0.343
H -1.819615 6.238041 5.362487 -0.498 0.118 -0.267 0.328
O -10.380378 -1.975315 -5.257227 1.036 0.250 -0.596 -0.304
H 4.072204 -3.621566 -6.205860 -0.550 -0.637 0.156 0.341
H 1.565285 9.607677 7.489323 -0.172 -0.134 0.102 0.360
H -4.490689 -3.118756 5.050321 0.407 -0.317 0.300 0.346
C 5.181722 5.170215 1.037316 0.305 -0.122 0.441 0.523
H -3.712370 4.185861 -1.803551 0.001 0.116 0.071 0.332
H -3.581039 -9.273239 0.988091 -0.506 -0.015 -0.254 0.175
H 5.708196 -7.264444 3.438148 -0.331 -0.450 0.372 0.316
H -1.489093 5.727728 3.638680 -0.204 0.262 0.118 0.263
H -2.508981 -0.493292 7.534819 -0.094 -0.603 -0.399 0.316
```
Positions in Å, forces in eV/Å.